No. 1
Density functional theory data (ωB97M-V with the def2-TZVPD basis set) for a cluster of 9 separate species, C40H96ClN12O16P4 in total in a non-equilibrium geometry.

Atoms and positions in Å:
1 Cl 0.31 0.21 0.64
2 O -0.16 -0.56 -0.51
3 O -0.80 0.99 1.08
4 O 0.69 -0.79 1.64
5 O 1.45 1.04 0.33
6 O 2.32 -6.44 -0.69
7 P 2.75 -5.85 -1.98
8 N 2.06 -4.35 -2.33
9 C 1.93 -3.40 -1.22
10 C 1.95 -3.80 -3.68
11 N 2.31 -6.80 -3.29
12 C 0.93 -6.94 -3.72
13 C 3.06 -8.05 -3.38
14 N 4.41 -5.53 -2.09
15 C 5.00 -5.22 -3.39
16 C 5.20 -5.22 -0.93
17 H 1.02 -2.80 -1.33
18 H 2.87 -2.85 -1.16
19 H 1.80 -3.99 -0.31
20 H 2.75 -3.10 -3.94
21 H 0.97 -3.33 -3.74
22 H 1.88 -4.62 -4.39
23 H 0.41 -6.02 -3.45
24 H 0.83 -7.13 -4.79
25 H 0.44 -7.76 -3.18
26 H 2.89 -8.71 -2.52
27 H 2.78 -8.61 -4.27
28 H 4.12 -7.81 -3.49
29 H 4.36 -5.56 -4.20
30 H 5.14 -4.14 -3.43
31 H 5.98 -5.68 -3.48
32 H 5.69 -6.07 -0.44
33 H 4.67 -4.62 -0.19
34 H 6.06 -4.61 -1.23
35 O -0.41 1.40 7.42
36 P -1.64 1.15 6.62
37 N -1.67 2.00 5.15
38 C -2.60 1.72 4.05
39 C -1.06 3.31 5.11
40 N -3.00 1.71 7.47
41 C -4.37 1.46 7.09
42 C -2.83 2.74 8.47
43 N -2.01 -0.45 6.26
44 C -1.50 -1.04 5.02
45 C -2.11 -1.36 7.40
46 H -3.38 1.05 4.40
47 H -2.10 1.25 3.20
48 H -3.04 2.67 3.72
49 H -0.36 3.41 5.94
50 H -1.80 4.09 5.38
51 H -0.74 3.58 4.10
52 H -5.00 2.35 7.16
53 H -4.46 1.03 6.10
54 H -4.87 0.74 7.76
55 H -3.11 3.75 8.12
56 H -3.47 2.50 9.32
57 H -1.82 2.77 8.86
58 H -1.57 -0.35 4.18
59 H -0.43 -1.23 5.14
60 H -2.05 -1.95 4.78
61 H -2.44 -0.76 8.25
62 H -1.13 -1.81 7.61
63 H -2.76 -2.22 7.24
64 O -2.04 -3.44 -5.80
65 P -2.78 -2.29 -5.25
66 N -2.06 -1.50 -3.98
67 C -2.13 -2.07 -2.64
68 C -0.95 -0.58 -4.18
69 N -4.34 -2.73 -4.70
70 C -5.09 -1.92 -3.77
71 C -5.17 -3.51 -5.59
72 N -3.07 -1.02 -6.33
73 C -3.56 0.28 -5.90
74 C -3.24 -1.30 -7.75
75 H -1.24 -2.64 -2.38
76 H -3.00 -2.72 -2.54
77 H -2.38 -1.27 -1.93
78 H 0.02 -1.08 -4.21
79 H -0.96 0.14 -3.36
80 H -1.12 -0.05 -5.11
81 H -5.59 -1.08 -4.28
82 H -5.88 -2.52 -3.31
83 H -4.54 -1.48 -2.94
84 H -5.74 -2.86 -6.27
85 H -4.56 -4.24 -6.12
86 H -5.94 -4.02 -5.00
87 H -2.89 1.12 -6.11
88 H -4.43 0.57 -6.51
89 H -3.87 0.29 -4.86
90 H -2.46 -2.00 -8.07
91 H -3.02 -0.42 -8.37
92 H -4.26 -1.64 -7.94
93 O -0.17 7.94 0.18
94 P -0.28 6.51 0.49
95 N -1.79 6.11 1.11
96 C -2.92 7.00 0.98
97 C -2.10 4.82 1.70
98 N 0.78 5.90 1.66
99 C 2.16 5.64 1.31
100 C 0.51 6.22 3.06
101 N 0.01 5.49 -0.82
102 C 0.67 5.99 -2.03
103 C -0.22 4.06 -0.76
104 H -3.77 6.47 0.55
105 H -2.63 7.87 0.39
106 H -3.19 7.38 1.97
107 H -1.18 4.36 2.05
108 H -2.55 4.08 1.03
109 H -2.80 4.91 2.53
110 H 2.66 5.25 2.20
111 H 2.30 4.94 0.48
112 H 2.70 6.57 1.08
113 H 0.86 7.24 3.29
114 H -0.55 6.10 3.24
115 H 1.13 5.58 3.70
116 H 0.40 5.44 -2.93
117 H 0.34 7.02 -2.18
118 H 1.75 5.94 -1.90
119 H -0.05 3.57 -1.72
120 H -1.24 3.75 -0.55
121 H 0.45 3.59 -0.03
122 O 4.79 2.85 3.89
123 C 3.86 2.10 3.96
124 O 3.96 0.82 4.31
125 C 2.68 0.16 4.27
126 C 1.64 1.30 4.34
127 C 2.39 2.38 3.59
128 H 2.60 -0.63 5.01
129 H 2.62 -0.37 3.32
130 H 1.48 1.47 5.41
131 H 0.68 1.07 3.89
132 H 2.10 3.39 3.87
133 H 2.41 2.23 2.51
134 O 5.13 -1.09 -2.35
135 C 5.31 -0.83 -1.19
136 O 6.50 -1.09 -0.60
137 C 6.49 -0.70 0.77
138 C 4.99 -0.60 1.13
139 C 4.33 -0.28 -0.21
140 H 7.08 0.20 0.95
141 H 6.96 -1.43 1.44
142 H 4.83 0.20 1.85
143 H 4.68 -1.59 1.47
144 H 4.20 0.78 -0.40
145 H 3.39 -0.78 -0.41
146 O -5.76 -0.14 -0.42
147 C -4.83 -0.70 0.08
148 O -4.39 -1.91 -0.26
149 C -3.35 -2.42 0.60
150 C -3.40 -1.51 1.84
151 C -4.09 -0.23 1.34
152 H -2.42 -2.26 0.06
153 H -3.59 -3.46 0.77
154 H -2.42 -1.34 2.28
155 H -3.90 -2.03 2.66
156 H -3.37 0.54 1.06
157 H -4.84 0.16 2.02
158 O 3.38 3.12 -2.49
159 C 3.26 2.13 -3.15
160 O 4.17 1.79 -4.07
161 C 3.93 0.52 -4.67
162 C 2.49 0.14 -4.27
163 C 2.17 1.07 -3.10
164 H 4.64 -0.19 -4.25
165 H 3.97 0.57 -5.76
166 H 2.60 -0.85 -3.81
167 H 1.82 0.10 -5.12
168 H 2.22 0.58 -2.13
169 H 1.23 1.63 -3.18

Molar mass = 1160.62 g mol⁻¹
HOMO level = -6.286 eV
Gap between HOMO and LUMO = 0.3055 Ha
2S+1 = 1
Net charge = -1

=====

No. 2
Density functional theory data (ωB97M-V with the def2-TZVPD basis set) for a structure of composition C27H31ClN4O8Rh in a non-equilibrium geometry.

Atoms and positions in Å:
1 Rh -0.29 -0.27 -0.72
2 Cl 1.90 -0.35 -1.99
3 N 0.24 1.84 -0.77
4 N 0.10 -2.32 -0.63
5 C -0.66 2.61 -1.29
6 C -0.56 -3.08 -1.45
7 C 1.41 2.66 -0.37
8 C 0.76 4.04 -0.29
9 C 2.47 2.71 -1.46
10 C 2.07 2.22 0.92
11 H 2.06 3.18 -2.37
12 H 2.81 1.70 -1.70
13 H 3.31 3.31 -1.09
14 H 1.34 2.23 1.74
15 H 2.87 2.93 1.15
16 H 2.49 1.21 0.82
17 C 1.11 -3.12 0.13
18 C 0.95 -4.49 -0.53
19 C 0.76 -3.15 1.61
20 C 2.53 -2.61 -0.02
21 H 2.77 -2.48 -1.08
22 H 3.21 -3.35 0.42
23 H 2.66 -1.65 0.49
24 H -0.22 -3.62 1.75
25 H 0.75 -2.14 2.02
26 H 1.52 -3.75 2.13
27 O -0.16 -4.34 -1.50
28 H 0.67 -5.29 0.17
29 H 1.83 -4.79 -1.12
30 O -0.45 3.92 -1.13
31 H 1.36 4.85 -0.73
32 H 0.44 4.28 0.73
33 C -1.83 2.12 -2.08
34 C -1.68 -2.61 -2.31
35 C -1.28 -1.40 -3.12
36 H -2.46 -2.29 -1.61
37 H -2.03 -3.42 -2.93
38 C -1.13 -0.20 -2.44
39 C -1.38 1.04 -3.01
40 H -1.29 -0.69 0.41
41 C -1.06 1.12 -4.38
42 C -0.82 -0.07 -5.09
43 C -0.93 2.49 -4.97
44 C -0.95 -1.34 -4.48
45 H -0.58 -0.01 -6.17
46 C -0.73 -2.64 -5.20
47 H -0.42 -2.47 -6.23
48 H -1.65 -3.26 -5.19
49 H 0.05 -3.20 -4.65
50 H -1.85 3.08 -4.82
51 H -0.71 2.43 -6.05
52 H -0.10 3.01 -4.46
53 H -2.30 2.95 -2.60
54 H -2.51 1.69 -1.33
55 O -1.95 1.13 1.49
56 C -0.94 0.70 2.09
57 O 0.14 0.17 1.60
58 C -0.90 0.73 3.60
59 C 0.32 0.35 4.18
60 C 0.41 0.29 5.58
61 C -0.72 0.58 6.35
62 C -1.96 0.88 5.75
63 C -2.07 0.92 4.35
64 N -3.13 1.17 6.53
65 O -3.03 1.15 7.77
66 O -4.19 1.43 5.92
67 N 1.68 -0.08 6.14
68 O 2.61 -0.35 5.35
69 O 1.79 -0.12 7.38
70 H 1.17 0.12 3.53
71 H -0.64 0.57 7.43
72 H -3.01 1.13 3.83

Molar mass = 677.92 g mol⁻¹
HOMO level (alpha / beta) = -1.827 / -6.008 eV
Gap between HOMO and LUMO (alpha / beta) = 0.1419 / 0.2011 Ha
2S+1 = 5
Relative energy (zero: lowest compared OMol25 entry of this formula, charge and spin) = 420.2 kJ/mol
Expectation value of S² = 6.067
Net charge = -1

=====

No. 3
Density functional theory data (ωB97M-V with the def2-TZVPD basis set) for an isolated molecule of C9H9ClO in a non-equilibrium geometry.

Atoms and positions in Å:
1 C -2.82 0.41 -0.06
2 C -1.94 1.00 -0.95
3 C -2.30 -0.14 1.12
4 C -0.59 0.90 -0.81
5 C -0.91 -0.20 1.31
6 C -0.05 0.32 0.33
7 C 2.04 -1.14 -1.45
8 C 1.78 -1.14 -0.15
9 C 1.42 0.16 0.56
10 O 1.86 0.29 1.90
11 Cl 2.28 1.61 -0.38
12 H -3.90 0.23 -0.27
13 H -2.26 1.60 -1.89
14 H -3.01 -0.69 1.76
15 H 0.08 1.35 -1.54
16 H -0.62 -0.92 2.11
17 H 2.27 -2.08 -1.85
18 H 2.14 -0.27 -2.06
19 H 1.75 -1.99 0.45
20 H 2.78 0.69 1.87

Molar mass = 168.62 g mol⁻¹
SMILES = C=C[C@@](O)(Cl)c1ccccc1
HOMO level = -9.076 eV
Gap between HOMO and LUMO = 0.3534 Ha
2S+1 = 1
Relative energy (zero: lowest compared OMol25 entry of this formula, charge and spin) = 144.4 kJ/mol
Net charge = 0

=====

No. 4
Density functional theory data (ωB97M-V with the def2-TZVPD basis set) for a structure of composition C20H28Br33N2O2 in a non-equilibrium geometry.

Atoms and positions in Å:
1 C -5.22 4.26 -3.17
2 C -5.38 3.60 -4.53
3 O -4.51 2.46 -4.69
4 C -3.30 2.88 -5.25
5 C -2.22 1.80 -5.25
6 O -0.96 2.40 -4.92
7 C -0.13 2.67 -5.97
8 N 0.16 4.11 -6.07
9 C 1.12 4.80 -5.49
10 N 1.02 6.08 -5.88
11 C -0.05 6.20 -6.74
12 C -0.54 7.43 -7.43
13 C -0.60 4.96 -6.87
14 H -6.05 4.94 -3.01
15 H -5.17 3.50 -2.40
16 H -4.29 4.82 -3.12
17 H -5.11 4.32 -5.30
18 H -6.39 3.25 -4.71
19 H -2.89 3.70 -4.65
20 H -3.44 3.28 -6.27
21 H -2.45 1.06 -4.48
22 H -2.21 1.27 -6.20
23 H 0.82 2.15 -5.81
24 H -0.50 2.35 -6.95
25 H 1.85 4.39 -4.82
26 H 1.63 6.83 -5.61
27 H 0.25 7.90 -8.03
28 H -1.34 7.15 -8.11
29 H -0.92 8.11 -6.68
30 H -1.45 4.64 -7.45
31 C -3.76 1.21 -0.33
32 Br -5.25 0.64 -1.41
33 Br -2.25 1.72 -1.42
34 Br -4.24 2.60 0.92
35 H -3.45 0.36 0.26
36 C -1.61 -1.98 2.21
37 Br -3.41 -2.07 1.52
38 Br -0.35 -2.77 1.00
39 Br -1.13 -0.18 2.69
40 H -1.59 -2.57 3.11
41 C 0.19 -6.29 2.95
42 Br -1.31 -6.88 1.90
43 Br 1.69 -5.79 1.85
44 Br -0.32 -4.88 4.17
45 H 0.50 -7.12 3.56
46 C 0.87 -2.89 7.75
47 Br 0.75 -4.80 7.66
48 Br 2.39 -2.22 6.78
49 Br -0.77 -2.05 7.17
50 H 1.01 -2.62 8.79
51 C 6.60 -3.08 7.72
52 Br 6.45 -1.55 6.56
53 Br 5.57 -2.87 9.33
54 Br 6.17 -4.71 6.80
55 H 7.64 -3.15 8.02
56 C -0.34 -10.27 4.37
57 Br -1.84 -10.86 3.33
58 Br 1.16 -9.79 3.25
59 Br -0.82 -8.84 5.57
60 H -0.02 -11.10 4.98
61 C 10.28 -0.26 7.98
62 Br 10.06 1.27 6.84
63 Br 9.20 -0.12 9.57
64 Br 9.93 -1.89 7.03
65 H 11.31 -0.28 8.29
66 C -4.21 -4.20 6.76
67 Br -3.64 -5.93 7.39
68 Br -3.71 -3.93 4.92
69 Br -6.09 -3.92 7.04
70 H -3.68 -3.46 7.34
71 C 9.56 -7.36 7.28
72 Br 8.21 -8.28 8.29
73 Br 9.50 -5.46 7.59
74 Br 11.32 -8.07 7.60
75 H 9.34 -7.52 6.23
76 C 3.32 9.45 -9.27
77 Br 5.15 8.95 -9.52
78 Br 2.29 9.27 -10.88
79 Br 2.50 8.47 -7.81
80 H 3.30 10.50 -8.99
81 C -8.87 0.04 -3.90
82 Br -10.23 -0.93 -2.95
83 Br -8.87 1.91 -3.42
84 Br -7.13 -0.75 -3.67
85 H -9.11 -0.02 -4.95

Molar mass = 2965.29 g mol⁻¹
HOMO level = -10.937 eV
Gap between HOMO and LUMO = 0.3007 Ha
2S+1 = 1
Net charge = +1

=====

No. 5
Density functional theory data (ωB97M-V with the def2-TZVPD basis set) for a structure of composition C32H41MoNOSi2 in a non-equilibrium geometry.

Atoms and positions in Å:
1 Mo -0.57 1.33 0.00
2 C 1.34 0.55 0.50
3 Si 1.17 -1.19 0.05
4 C -0.55 -1.45 -0.83
5 N -1.31 -0.26 -1.35
6 C -0.98 -0.10 -2.83
7 C -2.21 0.03 -3.74
8 C -3.26 -1.03 -3.47
9 C -3.59 -1.29 -1.99
10 C -2.76 -0.34 -1.00
11 C 1.33 -2.32 1.59
12 C 2.61 -2.52 2.08
13 C 2.81 -3.37 3.15
14 C 1.70 -3.93 3.82
15 C 0.43 -3.72 3.34
16 C 0.24 -2.87 2.29
17 C 2.46 -2.03 -1.08
18 C 2.74 -3.39 -0.85
19 C 3.83 -3.94 -1.57
20 C 4.48 -3.28 -2.64
21 C 4.18 -1.91 -2.86
22 C 3.14 -1.38 -2.13
23 H 2.26 0.95 -0.01
24 H 1.63 0.72 1.55
25 H -1.17 -1.93 -0.09
26 H -0.31 -2.20 -1.65
27 H -0.34 -1.03 -3.12
28 H -0.35 0.84 -2.92
29 H -1.77 -0.15 -4.73
30 H -2.46 1.05 -3.74
31 H -2.94 -1.98 -3.90
32 H -4.16 -0.80 -4.09
33 H -3.36 -2.31 -1.67
34 H -4.65 -1.08 -1.76
35 H -2.88 -0.66 0.04
36 H -3.26 0.61 -0.99
37 H 3.51 -2.08 1.58
38 H 3.78 -3.63 3.55
39 H 1.88 -4.55 4.66
40 H -0.44 -4.12 3.85
41 H -0.80 -2.75 1.85
42 H 2.29 -4.01 -0.08
43 H 4.04 -4.95 -1.39
44 H 5.23 -3.79 -3.21
45 H 4.70 -1.32 -3.62
46 H 2.90 -0.36 -2.25
47 C -2.26 2.97 5.04
48 Si -2.54 1.11 4.65
49 C -4.20 0.42 4.67
50 C -1.46 0.32 5.95
51 C -1.69 0.95 2.97
52 C -1.27 1.09 1.78
53 H -2.22 3.50 4.06
54 H -1.32 3.04 5.61
55 H -2.98 3.52 5.65
56 H -4.35 -0.41 5.38
57 H -4.50 0.21 3.65
58 H -4.86 1.22 5.02
59 H -0.43 0.59 6.00
60 H -1.61 -0.79 6.05
61 H -1.90 0.79 6.83
62 C 3.08 3.40 -4.24
63 C 1.58 3.75 -4.15
64 O 1.01 4.42 -4.98
65 C 0.85 3.43 -2.85
66 C 1.53 3.07 -1.66
67 C 0.90 3.29 -0.42
68 C -0.55 3.36 -0.34
69 C -1.18 3.53 -1.57
70 C -0.50 3.71 -2.75
71 H 3.45 2.52 -3.70
72 H 3.67 4.25 -3.91
73 H 3.36 3.23 -5.28
74 H 2.56 2.69 -1.64
75 H 1.51 3.38 0.45
76 H -0.99 3.77 0.56
77 H -2.24 3.49 -1.57
78 H -1.00 4.13 -3.65

Molar mass = 607.80 g mol⁻¹
HOMO level (alpha / beta) = -13.705 / -13.708 eV
Gap between HOMO and LUMO (alpha / beta) = 0.1896 / 0.1986 Ha
2S+1 = 3
Relative energy (zero: lowest compared OMol25 entry of this formula, charge and spin) = 0.0 kJ/mol
Expectation value of S² = 2.053
Net charge = +2

=====

No. 6
Density functional theory data (ωB97M-V with the def2-TZVPD basis set) for an isolated molecule of C18H30N2O3S.

Atoms and positions in Å:
1 C -0.05 0.64 7.01
2 H -0.26 1.04 8.01
3 O -1.16 1.01 6.22
4 C -1.18 0.64 4.91
5 C -0.17 -0.08 4.28
6 C -0.26 -0.43 2.94
7 C -1.40 -0.03 2.24
8 C -2.41 0.69 2.86
9 C -2.32 1.04 4.19
10 C -3.40 1.81 4.88
11 H -3.79 1.23 5.72
12 H -4.21 2.03 4.20
13 H -3.00 2.73 5.29
14 H -3.26 0.96 2.27
15 S -1.60 -0.44 0.52
16 O -2.84 0.12 0.05
17 O -1.38 -1.83 0.29
18 N -0.31 0.42 -0.16
19 H -0.53 1.40 -0.03
20 C -0.09 0.12 -1.58
21 C 0.56 1.31 -2.27
22 H -0.17 2.13 -2.35
23 H 1.38 1.66 -1.65
24 C 1.09 0.94 -3.68
25 N 0.63 -0.38 -4.04
26 H 0.89 -0.60 -5.00
27 C 0.85 -1.54 -3.18
28 C 0.81 -1.09 -1.71
29 H 0.43 -1.90 -1.09
30 H 1.81 -0.82 -1.36
31 C 2.17 -2.28 -3.48
32 H 3.03 -1.63 -3.34
33 H 2.27 -3.13 -2.82
34 H 2.17 -2.63 -4.51
35 C -0.31 -2.51 -3.45
36 H -1.25 -2.05 -3.17
37 H -0.19 -3.42 -2.88
38 H -0.35 -2.76 -4.51
39 C 2.62 1.11 -3.72
40 H 2.89 2.15 -3.60
41 H 3.10 0.55 -2.92
42 H 3.02 0.75 -4.67
43 C 0.48 1.89 -4.72
44 H -0.59 1.76 -4.76
45 H 0.71 2.93 -4.47
46 H 0.89 1.68 -5.71
47 H -1.06 -0.09 -2.05
48 C 0.82 -1.19 2.26
49 H 0.40 -2.06 1.76
50 H 1.28 -0.58 1.49
51 H 1.58 -1.51 2.97
52 H 0.71 -0.38 4.83
53 H 0.88 1.08 6.64
54 H 0.05 -0.45 7.07

Molar mass = 354.52 g mol⁻¹
SMILES = COc1cc(C)c(S(=O)(=O)NC2CC(C)(C)NC(C)(C)C2)cc1C
HOMO level = -8.438 eV
Gap between HOMO and LUMO = 0.3338 Ha
2S+1 = 1
Relative energy (zero: lowest compared OMol25 entry of this formula, charge and spin) = 19.8 kJ/mol
Net charge = 0

=====

No. 7
Density functional theory data (ωB97M-V with the def2-TZVPD basis set) for a cluster of 2 separate species, C2H5FS in total in a non-equilibrium geometry.

Atoms and positions in Å:
1 C -1.61 0.12 0.08
2 C 0.91 -0.38 -0.48
3 F 1.14 -1.50 0.30
4 S 1.90 0.95 0.07
5 H -1.64 1.08 -0.55
6 H -1.57 0.36 1.06
7 H -1.45 -0.77 -0.30
8 H 0.73 -0.42 -1.58
9 H 1.59 0.56 1.39

Molar mass = 80.13 g mol⁻¹
HOMO level (alpha / beta) = -8.537 / -8.028 eV
Gap between HOMO and LUMO (alpha / beta) = 0.3228 / 0.3061 Ha
2S+1 = 1
Relative energy (zero: lowest compared OMol25 entry of this formula, charge and spin) = 407.0 kJ/mol
Net charge = 0